P:
C2H4O2Si in the gas phase. Source: OMol25; level of theory: ωB97M-V/def2-TZVPD.

Cartesian coordinates (Å):
C: -1.54 0.96 0.00
C: 1.40 0.75 -0.09
O: -2.59 0.84 -0.58
O: 1.40 1.94 0.04
Si: -0.28 -0.44 0.38
H: -1.20 1.97 0.32
H: 2.30 0.22 -0.48
H: -0.40 -1.64 -0.44
H: -0.24 -0.68 1.82

* HOMO-LUMO gap: 9.20 eV



Q:
2 unconnected molecules or ions with the total composition C2H4O2Si. Source: OMol25; level of theory: ωB97M-V/def2-TZVPD.

Cartesian coordinates (Å):
C: -2.05 -0.52 0.12
C: -0.85 -1.16 -0.03
O: 2.28 0.41 0.15
O: -0.08 2.06 0.07
Si: -0.62 0.66 0.06
H: -3.07 -0.86 0.20
H: -0.54 -2.19 -0.10
H: 2.35 1.36 0.28
H: 2.57 0.23 -0.75

* HOMO-LUMO gap: 9.82 eV



Of them, the most stable is Q and the least stable is P.



P:
8 unconnected molecules or ions with the total composition H16O7S. Source: OMol25; level of theory: ωB97M-V/def2-TZVPD.

Cartesian coordinates (Å):
S: 0.70 1.68 -3.93
H: -0.46 1.14 -4.28
H: 0.29 2.24 -2.79
H: -1.88 1.13 -0.05
H: -0.64 1.90 0.23
O: -1.40 1.92 -0.36
H: 3.01 0.97 1.03
H: 2.12 2.11 0.47
O: 2.10 1.26 0.91
H: 0.64 -3.50 0.82
H: -0.50 -3.97 -0.08
O: 0.41 -4.18 0.17
H: 0.44 -1.98 -3.13
H: 1.45 -1.10 -3.86
O: 0.76 -1.76 -4.01
H: -0.22 1.34 3.30
H: 0.48 0.75 2.28
O: -0.34 1.27 2.33
H: 0.60 -0.77 1.16
H: 1.70 -1.62 1.95
O: 0.81 -1.60 1.60
H: -3.95 1.16 1.62
H: -2.80 1.08 2.62
O: -3.32 0.53 2.02

* HOMO-LUMO gap: 9.39 eV



Q:
A molecular structure, H16O7S. Source: OMol25; level of theory: ωB97M-V/def2-TZVPD.

Cartesian coordinates (Å):
S: 1.36 -1.97 -0.11
H: 2.38 -2.15 -1.11
H: 3.65 -3.45 2.04
H: -1.41 -0.74 -1.32
H: -0.26 -1.67 -1.66
O: -0.96 -1.18 -2.11
H: -1.76 -0.56 1.11
H: -1.85 0.69 0.10
O: -2.17 -0.21 0.21
H: 3.07 -3.38 2.57
H: 2.03 0.40 -0.28
O: 1.45 1.12 -0.44
H: 1.19 1.44 0.57
H: 0.66 2.41 2.56
O: 0.43 1.66 1.97
H: -1.15 3.19 0.00
H: -0.58 2.15 1.24
O: -1.49 2.42 0.46
H: -0.39 0.04 2.67
H: -0.06 -1.28 1.86
O: -0.81 -0.85 2.42
H: -0.29 0.34 -2.99
H: 0.53 1.18 -2.10
O: 0.11 1.15 -2.94

* HOMO-LUMO gap: 3.27 eV



Of them, the most stable is P and the least stable is Q.



P:
CH2N4S in the gas phase. Source: OMol25; level of theory: ωB97M-V/def2-TZVPD.

Cartesian coordinates (Å):
C: 0.98 -0.44 -0.05
H: -1.97 0.72 -0.13
H: 0.39 1.73 -0.03
N: 0.10 -1.46 -0.01
N: -1.11 -1.10 0.00
N: -1.16 0.20 0.27
N: 0.12 0.67 -0.14
S: 2.65 -0.33 0.08

* HOMO-LUMO gap: 8.01 eV



Q:
CH2N4S in the gas phase. Source: OMol25; level of theory: ωB97M-V/def2-TZVPD.

Cartesian coordinates (Å):
C: -0.10 0.05 -0.57
H: -0.71 -2.02 -0.64
H: 0.17 -0.99 1.35
N: 0.09 1.28 -0.85
N: 0.47 1.90 0.33
N: 0.52 1.08 1.29
N: 0.13 -0.11 0.78
S: -0.58 -1.18 -1.69

* HOMO-LUMO gap: 10.20 eV



Of them, the most stable is Q and the least stable is P.



P:
A molecular structure, C22H28F6O2PS4SbTi. Source: OMol25; level of theory: ωB97M-V/def2-TZVPD.

Cartesian coordinates (Å):
Ti: -0.25 -0.04 0.17
C: 1.82 -2.93 0.71
C: 1.84 -2.92 -0.81
S: 0.37 -2.06 -1.41
C: 0.81 -1.47 -3.06
C: -0.31 -0.54 -3.49
S: -0.67 0.84 -2.37
C: 0.63 2.04 -2.76
C: 2.00 1.72 -2.18
S: 1.90 1.30 -0.41
C: 3.33 0.19 -0.30
C: 3.32 -0.52 1.04
S: 1.73 -1.29 1.47
H: 2.70 -3.43 1.11
H: 0.94 -3.44 1.08
H: 1.80 -3.95 -1.18
H: 2.74 -2.45 -1.21
H: 0.85 -2.33 -3.72
H: 1.78 -0.99 -3.04
H: -1.26 -1.09 -3.55
H: -0.12 -0.12 -4.48
H: 0.25 2.98 -2.38
H: 0.70 2.13 -3.84
H: 2.65 2.59 -2.26
H: 2.48 0.89 -2.68
H: 4.23 0.81 -0.39
H: 3.29 -0.50 -1.14
H: 3.53 0.18 1.85
H: 4.09 -1.29 1.08
O: -1.76 0.44 3.84
C: -1.66 0.70 2.70
O: -0.71 0.05 1.90
C: -2.36 1.77 1.89
P: -1.08 2.35 0.73
C: -0.02 3.34 1.79
C: 1.01 2.75 2.53
C: 1.70 3.48 3.47
C: 1.39 4.82 3.69
C: 0.35 5.41 2.97
C: -0.35 4.68 2.03
C: -1.84 3.39 -0.53
C: -1.16 4.49 -1.06
C: -1.74 5.25 -2.06
C: -3.00 4.91 -2.54
C: -3.68 3.81 -2.02
C: -3.10 3.05 -1.02
H: -2.72 2.57 2.54
H: -3.20 1.31 1.38
H: 1.24 1.70 2.41
H: 2.49 3.01 4.05
H: 1.93 5.39 4.43
H: 0.09 6.44 3.16
H: -1.17 5.15 1.50
H: -0.18 4.77 -0.67
H: -1.22 6.11 -2.46
H: -3.46 5.51 -3.31
H: -4.66 3.55 -2.39
H: -3.64 2.20 -0.63
F: -2.16 -0.18 -0.30
Sb: -3.24 -1.94 0.07
F: -2.62 -2.33 -1.67
F: -1.44 -2.32 0.68
F: -3.93 -3.60 0.43
F: -3.53 -1.15 1.73
F: -4.68 -1.02 -0.64

* net charge: +2
* HOMO-LUMO gap: 7.34 eV



Q:
A molecular structure, C22H28F6O2PS4SbTi. Source: OMol25; level of theory: ωB97M-V/def2-TZVPD.

Cartesian coordinates (Å):
Ti: -0.36 -0.42 0.54
C: 2.61 1.79 -0.69
C: 3.19 1.27 0.61
S: 2.29 -0.21 1.14
C: 2.59 -0.15 2.92
C: 1.83 -1.30 3.54
S: 0.10 -1.45 3.02
C: -0.78 -0.26 4.07
C: -0.52 1.21 3.80
S: -0.75 1.69 2.06
C: 0.47 3.00 1.88
C: 0.51 3.39 0.42
S: 0.80 1.99 -0.69
H: 2.81 1.10 -1.51
H: 3.05 2.75 -0.96
H: 3.15 2.01 1.40
H: 4.23 0.98 0.46
H: 2.30 0.82 3.31
H: 3.67 -0.27 3.09
H: 1.85 -1.25 4.63
H: 2.27 -2.25 3.25
H: -0.52 -0.49 5.10
H: -1.83 -0.52 3.94
H: 0.49 1.50 4.08
H: -1.22 1.81 4.39
H: 1.44 2.65 2.25
H: 0.15 3.84 2.50
H: 1.28 4.14 0.22
H: -0.45 3.79 0.10
O: 2.06 -1.00 -2.50
C: 0.97 -0.76 -2.09
O: 0.57 -1.15 -0.84
C: -0.10 0.02 -2.83
P: -1.54 0.24 -1.71
C: -2.22 1.90 -1.79
C: -1.83 2.84 -2.74
C: -2.40 4.10 -2.72
C: -3.36 4.42 -1.77
C: -3.76 3.48 -0.83
C: -3.19 2.22 -0.83
C: -2.71 -0.92 -2.44
C: -3.90 -0.47 -3.00
C: -4.74 -1.37 -3.64
C: -4.39 -2.71 -3.71
C: -3.20 -3.16 -3.15
C: -2.36 -2.27 -2.52
H: 0.33 0.95 -3.19
H: -0.41 -0.55 -3.70
H: -1.09 2.60 -3.49
H: -2.10 4.83 -3.46
H: -3.81 5.41 -1.77
H: -4.52 3.73 -0.11
H: -3.51 1.48 -0.11
H: -4.18 0.58 -2.94
H: -5.66 -1.02 -4.08
H: -5.05 -3.41 -4.20
H: -2.93 -4.21 -3.21
H: -1.43 -2.62 -2.09
F: -2.29 -0.27 1.47
Sb: -3.29 -2.03 1.35
F: -4.65 -1.39 2.43
F: -4.03 -1.26 -0.16
F: -3.84 -3.72 0.89
F: -1.44 -2.16 0.42
F: -2.34 -2.60 2.83

* net charge: +2
* HOMO-LUMO gap: 6.62 eV



Of them, the most stable is P and the least stable is Q.